{"formula": "C25H20N5O2RuS2", "method": "ωB97M-V/def2-TZVPD", "elements": ["Ru", "S", "C", "S", "C", "C", "N", "C", "N", "C", "C", "C", "C", "C", "C", "C", "C", "C", "C", "O", "O", "H", "H", "H", "H", "H", "H", "H", "H", "H", "H", "H", "C", "C", "N", "C", "C", "C", "C", "C", "C", "C", "C", "N", "C", "N", "H", "H", "H", "H", "H", "H", "H", "H", "H"], "xyz": [[0.2562, 1.3092, 1.8700], [-1.2552, 2.9993, 2.4350], [-2.4886, 1.8213, 2.1087], [-1.8047, 0.2176, 2.1521], [-3.7937, 2.1028, 1.7948], [-4.7232, 1.0941, 1.4668], [-5.4842, 0.2898, 1.1692], [-4.2641, 3.4271, 1.6547], [-4.6635, 4.4884, 1.4900], [-0.3939, -3.3801, 1.2263], [0.5003, -2.2398, 1.5878], [1.1508, -1.5144, 0.5886], [1.9539, -0.4075, 0.8815], [2.7693, 0.2816, -0.1780], [2.1054, -0.0502, 2.2393], [1.4985, -0.7921, 3.2745], [1.7607, -0.4294, 4.7008], [0.7059, -1.8851, 2.9184], [2.8627, 1.2773, 2.5436], [3.9941, 1.3201, 2.9310], [2.0383, 2.2256, 2.2823], [-0.8758, -3.2030, 0.2677], [-1.1565, -3.5236, 1.9867], [0.1766, -4.3051, 1.1432], [1.0569, -1.8358, -0.4391], [2.2952, 0.2142, -1.1552], [3.7457, -0.2029, -0.2360], [2.9361, 1.3356, 0.0544], [1.5008, 0.6146, 4.8932], [2.8259, -0.5401, 4.9088], [1.1978, -1.0596, 5.3832], [0.2399, -2.4656, 3.7002], [-0.7220, 3.2206, -2.0678], [-0.1208, 2.8296, -0.8804], [-0.2247, 1.5835, -0.4204], [-0.8984, 0.6787, -1.1216], [-1.5260, 0.9743, -2.3291], [-1.4528, 2.2909, -2.7886], [-2.2563, -0.0738, -3.0540], [-1.7136, -1.2077, -3.4947], [-0.2894, -1.5370, -3.4379], [0.7098, -0.6078, -3.7559], [2.0162, -1.0613, -3.6701], [2.3003, -2.3044, -3.3351], [1.3083, -3.1371, -3.1002], [0.0426, -2.7854, -3.1273], [-0.6233, 4.2398, -2.4068], [0.4566, 3.5238, -0.2771], [-0.9621, -0.3188, -0.7030], [-1.9491, 2.5664, -3.7072], [-3.3159, 0.0977, -3.1933], [-2.3294, -1.9694, -3.9518], [0.4725, 0.3955, -4.0680], [2.8598, -0.4154, -3.8727], [1.5505, -4.1667, -2.8813]], "s2": 6.058, "orbital_gap_ev": [7.68, 4.72], "molar_mass_g_mol": 587.7, "multiplicity": 5, "total_charge": 1, "homo_ev": [-12.372, -12.371]}

---

{"formula": "C25H21B2Br3F8MnN4O8", "method": "ωB97M-V/def2-TZVPD", "elements": ["Mn", "B", "F", "F", "F", "F", "B", "F", "F", "F", "F", "C", "Br", "Br", "Br", "H", "C", "C", "C", "C", "C", "C", "N", "O", "O", "H", "H", "H", "H", "H", "C", "C", "C", "C", "C", "C", "N", "O", "O", "H", "H", "H", "H", "H", "C", "C", "C", "C", "C", "C", "N", "O", "O", "H", "H", "H", "H", "H", "C", "C", "C", "C", "C", "C", "N", "O", "O", "H", "H", "H", "H", "H"], "xyz": [[2.7455, -2.0896, -0.0921], [0.8289, -1.2947, -1.2112], [1.9960, -1.0089, -1.9114], [0.8256, -2.6751, -0.8702], [1.0088, -0.6910, 0.0569], [-0.2974, -0.8403, -1.8487], [4.5374, -0.7592, 0.7451], [3.2539, -0.4408, 1.2389], [5.4801, 0.1397, 1.1172], [4.7777, -2.0797, 1.1653], [4.2978, -0.8203, -0.6556], [2.9769, 2.0651, -2.3469], [2.8523, 3.7091, -3.3221], [3.3069, 2.3600, -0.4339], [4.3880, 0.8953, -3.1094], [2.0251, 1.5762, -2.5073], [-1.4120, 3.7314, -1.8629], [-1.1186, 2.4027, -1.5645], [-0.5321, 2.0690, -0.3592], [-0.2692, 3.0667, 0.5628], [-0.6317, 4.3805, 0.3109], [-1.1889, 4.7217, -0.9077], [0.3809, 2.7278, 1.8135], [0.6380, 3.6104, 2.6107], [0.6825, 1.5623, 2.0145], [-1.7869, 4.0399, -2.8301], [-1.2949, 1.6369, -2.3047], [-0.3747, 1.0329, -0.1166], [-0.5357, 5.1142, 1.1003], [-1.4922, 5.7108, -1.2224], [-0.4547, 0.9043, -4.8250], [-1.7085, 1.4078, -5.1354], [-1.8416, 2.5978, -5.8461], [-0.6990, 3.1926, -6.3426], [0.5680, 2.6895, -6.0641], [0.6748, 1.4936, -5.3775], [-0.7910, 4.4549, -7.0944], [-1.8972, 4.8775, -7.3595], [0.2486, 4.9993, -7.4065], [-0.3730, 0.0224, -4.2032], [-2.6059, 0.9434, -4.7466], [-2.8044, 3.0637, -6.0010], [1.4339, 3.0967, -6.5643], [1.6600, 1.0719, -5.2190], [-3.0317, -1.6582, 1.2159], [-3.0679, -2.9707, 0.7753], [-3.0017, -4.0016, 1.7077], [-2.7333, -3.6991, 3.0231], [-2.7075, -2.3905, 3.4894], [-2.8498, -1.3715, 2.5656], [-2.5381, -4.8004, 3.9741], [-3.0373, -5.8742, 3.7192], [-1.9081, -4.5560, 4.9880], [-3.2751, -0.8518, 0.5400], [-3.2581, -3.1104, -0.2801], [-3.0714, -5.0132, 1.3308], [-2.4498, -2.2574, 4.5305], [-2.8396, -0.3493, 2.9232], [0.0920, -1.7534, 6.1121], [0.4610, -3.0917, 6.1695], [1.0094, -3.6857, 5.0361], [1.1593, -2.9494, 3.8813], [0.8124, -1.5995, 3.8242], [0.3265, -1.0008, 4.9619], [1.8246, -3.5479, 2.7380], [2.3465, -4.6237, 2.8667], [1.9123, -2.8862, 1.7002], [-0.4194, -1.2930, 6.9484], [0.2715, -3.6715, 7.0601], [1.2826, -4.7234, 5.1658], [1.0801, -1.0012, 2.9629], [0.1327, 0.0635, 4.9959]], "s2": 8.752, "orbital_gap_ev": [8.34, 8.27], "molar_mass_g_mol": 973.7, "multiplicity": 6, "e_above_lowest_kj_mol": 26.85, "total_charge": 0, "homo_ev": [-10.020, -10.020]}